Molecular formula: C5H11NO3S
Method: DFT, wB97M-V/def2-TZVPD

## Properties
- energy above the lowest of the compared OMol25 structures with the same formula, charge and spin (kJ/mol) = 383.7
- calculated total energy (Eh) = -875.628880
- frontier orbital gap (Ha) = 0.344
- SMILES = C[C@@H]([C@H]1OS1(=O)=O)N(C)C

Bonds (Å) are listed after each position.
Positions of all 21 atoms, in Å:
1 C -0.880 1.397 1.652  C2 1.559, H11 1.078, H12 1.062, H13 1.095
2 C -0.508 0.001 1.066  C1 1.559, C3 1.587, N8 1.400, H14 1.184
3 C -1.838 -0.843 0.872  C2 1.587, O4 1.445, S5 1.823, H15 1.105
4 O -3.112 -0.434 1.414  C3 1.445, S5 1.669
5 S -3.142 -0.228 -0.242  C3 1.823, O4 1.669, O6 1.421, O7 1.449
6 O -4.043 -1.140 -0.855  S5 1.421
7 O -3.346 1.158 -0.609  S5 1.449
8 N 0.329 -0.042 -0.056  C2 1.400, C9 1.445, C10 1.454
9 C -0.108 0.767 -1.171  N8 1.445, H16 1.163, H17 1.132, H18 1.156
10 C 0.457 -1.403 -0.554  N8 1.454, H19 1.080, H20 1.102, H21 1.140
11 H -0.460 1.469 2.642  C1 1.078
12 H -1.938 1.497 1.650  C1 1.062
13 H -0.395 2.230 1.133  C1 1.095
14 H -0.012 -0.586 1.966  C2 1.184
15 H -1.580 -1.909 0.737  C3 1.105
16 H -1.220 0.635 -1.485  C9 1.163
17 H 0.152 1.834 -0.894  C9 1.132
18 H 0.504 0.305 -2.036  C9 1.156
19 H 0.678 -1.938 0.359  C10 1.080
20 H -0.514 -1.573 -1.047  C10 1.102
21 H 1.409 -1.468 -1.176  C10 1.140

Löwdin atomic charge list, values in e, 2 entries: atom 1 (C): -0.0149, atom 2 (C): -0.3678